{
  "formula": "C5H10N",
  "method": "ωB97M-V/def2-TZVPD",
  "species": ["C", "C", "C", "C", "C", "N", "H", "H", "H", "H", "H", "H", "H", "H", "H", "H"],
  "positions_angstrom": [[-0.03431, 2.00985, 0.41592], [-0.18154, 0.59359, 0.04213], [-0.68781, 2.12183, 1.86400], [0.87474, -2.15647, -1.70102], [-0.17674, -1.95250, -0.56572], [-0.25373, -0.45968, -0.47039], [-0.06742, 2.94884, -0.16663], [1.09266, 1.80586, 0.46655], [-0.11542, 2.87482, 2.38875], [-0.84183, 1.16880, 2.20571], [-1.71078, 2.60102, 1.66810], [1.14368, -1.23174, -2.33228], [1.71684, -2.51646, -1.22270], [0.45200, -3.05784, -2.27965], [0.04588, -2.47408, 0.34839], [-1.25623, -2.27582, -0.66117]],
  "forces_ev_per_a": [[2.259, -1.812, 2.089], [-1.490, -0.460, -3.795], [-1.086, 3.657, -3.428], [-2.714, -0.988, -1.518], [-1.276, 1.242, -1.695], [0.164, 1.193, 3.717], [-0.796, -1.252, -0.672], [-0.601, 1.117, 0.734], [0.124, -0.521, 0.737], [-0.027, -1.967, 1.757], [1.297, -0.812, 0.429], [-0.878, -1.648, 0.940], [2.033, -0.524, 0.736], [0.951, 1.659, 0.197], [0.861, 0.703, 0.779], [1.181, 0.414, -1.007]],
  "orbital_gap_ev": 11.8,
  "smiles": "CCC#[N+]CC",
  "e_homo_ev": -16.245,
  "lumo_ev": -4.4,
  "charge": 1
}

{
  "formula": "C28H25F5GaNOS",
  "method": "ωB97M-V/def2-TZVPD",
  "species": ["C", "C", "C", "H", "C", "C", "H", "C", "C", "C", "H", "C", "C", "H", "H", "H", "H", "H", "H", "Ga", "C", "C", "C", "H", "H", "H", "H", "H", "H", "C", "C", "H", "H", "O", "N", "C", "H", "C", "C", "H", "C", "H", "C", "H", "C", "H", "C", "H", "H", "H", "F", "C", "C", "F", "C", "F", "C", "S", "C", "F", "C", "F"],
  "positions_angstrom": [[2.20773, -0.05569, 1.41741], [2.55846, -0.65782, 0.20092], [2.23818, 0.22502, -0.87196], [3.04187, -1.62177, 0.08516], [1.67008, 1.39413, -0.33792], [1.59390, 1.25083, 1.11970], [1.39536, 2.29051, -0.87227], [-1.01331, -1.77276, 1.44226], [-0.16000, -2.66482, 0.69914], [-0.41375, -2.51212, -0.66260], [0.51705, -3.39395, 1.13870], [-1.46462, -1.58383, -0.84315], [-1.86411, -1.09136, 0.44706], [2.46211, 0.05694, -1.91166], [1.58338, 2.10419, 1.80074], [2.40000, -0.42286, 2.42059], [-2.80427, -0.57196, 0.66709], [0.06119, -3.06830, -1.47273], [-1.27174, -1.90110, 2.50143], [-0.29215, 0.28229, 1.31580], [-2.26833, -1.43815, -2.10734], [-3.55892, -2.24736, -1.92017], [-1.52226, -1.96217, -3.33792], [-3.31783, -3.29489, -1.74203], [-4.19170, -2.19806, -2.81271], [-4.13932, -1.89033, -1.06484], [-1.33246, -3.03482, -3.22089], [-0.56342, -1.44478, -3.47879], [-2.13871, -1.82393, -4.24035], [-2.68531, 0.05265, -2.36118], [-1.55279, 1.02762, -2.57571], [-3.27584, 0.41470, -1.50729], [-3.34803, 0.06653, -3.24841], [-0.88339, 1.52319, -1.64830], [-1.25824, 1.42864, -3.83395], [-0.27849, 2.50652, -4.02205], [-1.81652, 1.15092, -4.62762], [1.09621, 1.95260, -4.29202], [2.24181, 2.60459, -3.80957], [2.11406, 3.51092, -3.21305], [3.51004, 2.08418, -4.07185], [4.39491, 2.58448, -3.67658], [3.64190, 0.92149, -4.84380], [4.63143, 0.50802, -5.04363], [2.50197, 0.27418, -5.33150], [2.58907, -0.63945, -5.92282], [1.23046, 0.79906, -5.06440], [0.33381, 0.29980, -5.44420], [-0.23649, 3.13227, -3.11872], [-0.62702, 3.13529, -4.85862], [-0.34526, 3.19336, 7.12597], [-0.68542, 2.96452, 5.84299], [-1.34693, 3.93484, 5.08086], [-1.66852, 5.11720, 5.66136], [-1.65424, 3.70288, 3.74280], [-2.27782, 4.66038, 3.01954], [-1.29827, 2.47867, 3.11440], [-1.55502, 2.18615, 1.40332], [-0.66794, 1.54563, 3.93858], [-0.27215, 0.26373, 3.48903], [-0.34567, 1.75164, 5.25248], [0.32385, 0.78809, 5.92378]],
  "forces_ev_per_a": [[0.406, -0.208, -0.787], [-0.022, 0.576, 0.728], [-0.281, 1.179, 1.148], [-0.236, 0.063, 0.090], [0.664, -1.003, 0.288], [-0.262, -0.901, -0.742], [-0.175, -0.184, -0.018], [0.462, -0.306, -0.208], [-0.386, 0.293, 0.245], [-0.404, -0.078, 0.374], [0.022, 0.434, -0.064], [-0.211, 0.081, 1.308], [0.218, -0.651, -1.246], [-0.149, -0.062, -0.171], [-0.069, -0.287, -0.127], [-0.066, -0.055, -0.194], [0.561, -0.138, -0.060], [-0.033, 0.255, 0.395], [0.104, 0.131, -0.519], [0.715, 0.066, -1.312], [-0.113, 1.000, -0.297], [-0.177, -0.019, -0.127], [0.028, -0.019, 0.011], [0.040, -0.043, 0.036], [0.041, 0.046, 0.030], [0.082, 0.017, -0.091], [0.028, 0.169, -0.133], [-0.183, -0.131, 0.017], [0.176, -0.044, 0.230], [-0.329, -0.351, -0.244], [1.109, 0.940, 1.284], [0.228, -0.036, -0.191], [0.217, -0.019, 0.349], [-1.241, -1.044, -0.569], [-0.201, 0.565, -0.315], [-0.209, -0.028, -0.089], [-0.011, -0.030, 0.309], [0.526, 0.087, -0.221], [-0.232, -0.352, -0.139], [0.139, -0.264, -0.121], [-0.183, -0.105, -0.222], [-0.235, -0.156, -0.114], [-0.209, 0.029, 0.185], [-0.276, 0.129, 0.051], [-0.170, 0.252, 0.080], [0.051, 0.286, 0.165], [0.477, -0.113, 0.053], [0.393, 0.102, 0.128], [-0.246, -0.290, -0.289], [0.163, -0.241, 0.216], [-0.291, 0.018, -0.678], [0.195, -0.085, 0.248], [-0.139, 0.495, 0.278], [0.236, -0.928, -0.467], [0.174, -0.494, -0.310], [0.474, -0.668, 0.588], [0.080, 0.181, 0.276], [-0.587, 0.201, 0.407], [0.129, -0.504, -0.144], [-0.615, 1.392, 0.077], [0.336, 0.056, 0.832], [-0.530, 0.798, -0.216]],
  "orbital_gap_ev": 7.7,
  "e_homo_ev": -7.496,
  "lumo_ev": 0.2
}

{
  "formula": "C4H7N3O",
  "method": "ωB97M-V/def2-TZVPD",
  "species": ["C", "C", "C", "C", "H", "H", "H", "H", "H", "H", "H", "N", "N", "N", "O"],
  "positions_angstrom": [[0.09469, -0.23866, 0.41194], [0.39985, 1.27291, 0.80207], [0.06773, 2.31880, -0.15170], [-1.39090, -0.30535, 0.19471], [2.41045, -0.32849, -0.69082], [2.70359, -1.94004, -0.49241], [1.45872, 1.52514, 1.25829], [0.53102, 3.25818, 0.02913], [-0.75329, 1.97976, -0.73508], [-1.47260, -2.34445, 0.52982], [-2.92736, -1.75878, -1.10993], [2.20138, -1.12556, -0.17022], [0.82545, -1.22119, -0.00821], [-2.03222, -1.65686, 0.49541], [-2.11650, 0.56459, -0.36302]],
  "forces_ev_per_a": [[0.429, 2.975, 0.061], [3.718, 1.907, -3.998], [0.559, -4.874, 4.532], [-4.116, -2.637, -2.194], [0.788, 1.618, -0.738], [-0.912, -0.247, -0.124], [-2.355, -0.933, -0.083], [-0.050, 0.737, -0.392], [-0.451, 0.984, -1.078], [5.738, -6.529, -0.150], [2.158, 0.004, 4.023], [-1.274, 0.106, 1.565], [-0.571, -0.184, 0.486], [-6.561, 9.665, -4.275], [2.901, -2.592, 2.365]],
  "orbital_gap_ev": 7.9,
  "e_homo_ev": -9.149,
  "lumo_ev": -1.2
}